Molecular formula: C15H18N2O4S
Method: DFT, ωB97M-V/def2-TZVPD

XYZ file:
```
40
Properties=species:S:1:pos:R:3:mulliken_charge:R:1
C 3.93150 3.29777 -1.08453 -1.2640
C 3.83207 1.79155 -0.88605 -0.2764
H 3.40948 1.32864 -1.77975 0.3003
H 4.82943 1.37372 -0.73227 0.3125
C 2.94964 1.43969 0.31863 -0.8454
C 2.84041 -0.04487 0.46151 0.4673
C 3.60717 -0.77240 1.31686 -0.4744
C 3.49192 -2.20516 1.38386 0.0523
O 4.11265 -2.97257 2.08458 -0.6617
N 2.51479 -2.70711 0.49849 -0.0797
C 1.79546 -1.90715 -0.31474 0.2075
N 1.93073 -0.62718 -0.36846 -0.0835
S 0.62502 -2.70029 -1.35187 -0.2554
C -0.23223 -1.22038 -2.04079 -0.7097
C -1.29442 -0.74591 -1.13220 0.4733
C -2.61971 -1.04592 -1.05534 -1.0199
C -3.12956 -0.30689 0.05184 0.8186
C -2.05750 0.38597 0.57316 0.3525
O -0.95652 0.11886 -0.14083 -0.2276
C -1.96423 1.31472 1.72318 -1.3078
H -1.66176 2.30523 1.38533 0.2936
H -1.21770 0.96047 2.43271 0.3018
H -2.93376 1.37671 2.20749 0.3505
C -4.50845 -0.28217 0.53891 0.3848
O -4.90296 0.35545 1.48704 -0.6400
O -5.30711 -1.06388 -0.20467 -0.2963
C -6.66979 -1.10525 0.18729 -0.6721
H -7.16453 -1.78293 -0.50357 0.2255
H -7.11198 -0.10829 0.13020 0.2975
H -6.75971 -1.46887 1.21308 0.2977
H -3.17862 -1.69839 -1.69243 0.5418
H -0.64179 -1.54217 -2.99488 0.5174
H 0.54781 -0.47017 -2.15838 0.1971
H 2.37174 -3.71057 0.49508 0.2201
H 4.32463 -0.30587 1.97147 0.4759
H 1.95084 1.84886 0.15914 0.2510
H 3.37625 1.87163 1.22434 0.4489
H 2.94728 3.72651 -1.25934 0.3327
H 4.56303 3.52686 -1.93957 0.3601
H 4.36048 3.77175 -0.20451 0.3334
```

Properties
- Relative energy (zero: lowest compared OMol25 entry of this formula, charge and spin): 70.0 kJ/mol
- Total charge: 0
- Kohn-Sham gap: 9.1 eV

=====

Molecular formula: C15H18N2OS
Method: DFT, ωB97M-V/def2-TZVPD

XYZ file:
```
37
Properties=species:S:1:pos:R:3:mulliken_charge:R:1
C 1.43151 -2.03058 4.00044 -1.3367
C 0.67976 -1.86390 2.68636 -0.1826
C -0.71958 -1.26665 2.89390 -0.6077
C -0.62705 0.13193 3.43135 0.2574
O -0.77518 0.43772 4.59129 -0.6205
N -0.32048 1.13657 2.52808 -0.0933
C -0.20166 1.11049 1.16894 0.4356
N -0.29452 0.09504 0.39524 -0.2016
C -0.14799 0.41490 -0.92704 -0.9049
C 0.08601 1.73991 -1.17897 0.8038
S 0.10949 2.62780 0.32188 -0.3574
C 0.40431 2.45484 -2.45080 -0.6415
C 1.66861 1.90080 -3.10892 -1.0656
H 2.51637 1.99160 -2.43374 0.3119
H 1.88835 2.45578 -4.01751 0.3653
H 1.53980 0.85153 -3.36248 0.3086
H -0.43401 2.38090 -3.14761 0.2345
H 0.54780 3.51363 -2.22599 0.3955
C -0.23128 -0.69138 -1.88242 0.5913
C -0.80161 -0.55368 -3.14494 -0.2607
C -0.86302 -1.63468 -4.00491 -0.6376
C -0.36048 -2.86589 -3.61871 -0.4369
C 0.19194 -3.01584 -2.35731 -0.6027
C 0.25256 -1.93965 -1.49344 -0.3277
H 0.67630 -2.04940 -0.50732 0.4279
H 0.57616 -3.97629 -2.04622 0.4013
H -0.40669 -3.70627 -4.29538 0.3876
H -1.30972 -1.51573 -4.98135 0.3875
H -1.22099 0.39223 -3.44939 0.3739
H -0.23963 2.05253 2.95618 0.2450
H -1.26669 -1.86761 3.62150 0.4122
H -1.24847 -1.25582 1.94147 0.3186
H 1.24650 -1.22080 2.01117 0.2474
H 0.56714 -2.83739 2.20513 0.3318
H 0.89547 -2.70750 4.66165 0.3324
H 2.42404 -2.43805 3.82147 0.3958
H 1.53644 -1.07573 4.50961 0.3120
```

Properties
- Relative energy (zero: lowest compared OMol25 entry of this formula, charge and spin): 18.2 kJ/mol
- Total charge: 0
- Kohn-Sham gap: 8.7 eV

=====

Molecular formula: C15H18N2OS
Method: DFT, ωB97M-V/def2-TZVPD

XYZ file:
```
37
Properties=species:S:1:pos:R:3:mulliken_charge:R:1
N -0.56287 4.27095 3.56156 -0.5467
O -1.88468 3.22033 0.12671 -0.7215
C -0.49755 3.36786 2.80902 -0.1057
S -1.40370 -1.74258 -0.49304 -0.1735
C -1.36255 2.23268 0.64690 0.3128
C -0.58109 2.21766 1.90489 0.0841
C -0.94082 -0.23106 0.30298 -0.5083
C 0.05049 0.97391 2.22891 1.3054
C 0.00277 -0.20420 1.35774 0.6190
N -1.48822 1.04945 -0.01281 -0.0649
C -1.71489 -1.17104 -2.17329 -0.7058
C 0.77218 0.84324 3.57334 -1.1449
C 0.94903 -1.44754 1.69842 -0.5588
C 1.92738 -0.17764 3.69146 -0.7576
C 1.56816 -1.52560 3.17445 -0.9445
C 0.00833 0.34799 -4.32998 -0.5427
C 0.42521 -0.09274 -2.94007 -0.4909
C -0.48673 -1.01555 -4.52645 -0.7849
C -0.46848 -1.31549 -2.97379 -0.0223
H -1.74048 1.27308 -0.98867 0.1389
H -2.18215 -0.12216 -2.27328 0.3576
H -2.37471 -1.88451 -2.78783 0.3225
H 0.04027 0.58105 4.39613 0.3913
H 1.10698 1.78373 3.93691 0.4490
H 0.19178 -2.24164 1.59795 0.3737
H 1.76539 -1.57762 0.93803 0.3367
H 2.22057 -0.28278 4.76440 0.3589
H 2.82920 0.21508 3.14834 0.2877
H 0.80624 -2.03634 3.77810 0.3409
H 2.44506 -2.14393 3.18949 0.3718
H 0.87376 0.58277 -4.95096 0.2946
H -0.74345 1.17957 -4.55941 0.2176
H 1.44973 -0.57006 -2.82592 0.1746
H 0.19097 0.64958 -2.16101 0.2427
H -1.45419 -1.17873 -4.99238 0.3367
H 0.20505 -1.60021 -5.10494 0.2645
H 0.05802 -2.22749 -2.73192 0.4920
```

Properties
- Relative energy (zero: lowest compared OMol25 entry of this formula, charge and spin): 365.3 kJ/mol
- Total charge: 0
- Kohn-Sham gap: 7.8 eV

=====

Molecular formula: C15H18N3O4
Method: DFT, ωB97M-V/def2-TZVPD

XYZ file:
```
40
Properties=species:S:1:pos:R:3:mulliken_charge:R:1
C 0.19503 -5.73116 0.35444 -1.1112
C -0.61642 -4.56244 0.85113 -0.3188
O -1.49652 -4.07276 -0.17888 -0.3042
C -2.03690 -2.89271 0.17755 0.5272
N -3.12196 -2.42322 -0.54121 -0.9158
N -3.41118 -3.10535 -1.64994 0.6512
C -2.70934 -2.39808 -2.74505 0.2235
O -1.80641 -1.61728 -2.51440 -0.5803
O -3.12252 -2.76749 -3.96195 -0.2299
C -2.51659 -1.97664 -5.07876 -0.2895
C -2.73102 -2.72854 -6.37204 -1.1035
O -1.64602 -2.18394 1.09953 -0.7778
H 0.49069 -6.30353 1.24387 0.3444
H -0.35043 -6.38340 -0.34147 0.2858
H 1.10555 -5.37319 -0.14152 0.2828
H -1.23398 -4.88042 1.70809 0.2576
H 0.03614 -3.73420 1.16492 0.3187
H -3.04023 -1.01061 -5.10113 0.2996
H -1.44558 -1.80646 -4.90186 0.3200
H -2.63187 -2.01393 -7.19998 0.3631
H -1.97911 -3.51836 -6.50444 0.2784
H -3.72157 -3.19592 -6.42740 0.2857
C -5.27182 -3.65174 0.15185 -1.7241
C -5.10876 -3.24073 -1.30326 1.8505
C -5.54911 -1.84471 -1.52196 -0.0500
N -5.78749 -0.72269 -1.74679 -0.7339
C -5.65784 -4.24670 -2.29943 0.4434
C -5.51172 -5.61701 -2.05340 -0.5301
C -6.02317 -6.53969 -2.97095 -0.6357
C -6.75414 -6.10745 -4.08484 -0.4478
C -6.91835 -4.73616 -4.30443 -0.7016
C -6.40574 -3.80710 -3.38575 -0.1175
H -4.99083 -4.69375 0.31621 0.3378
H -4.65574 -3.00326 0.80017 0.5048
H -6.34640 -3.53451 0.38355 0.3864
H -5.04737 -5.98353 -1.13329 0.2034
H -5.86874 -7.60268 -2.78488 0.3588
H -7.12948 -6.83178 -4.81208 0.3505
H -7.48067 -4.36884 -5.16385 0.3707
H -6.64253 -2.74467 -3.50632 0.3274
```

Properties
- Total charge: -1
- Kohn-Sham gap: 6.1 eV

=====

Molecular formula: C15H18N3O6PS3Zn
Method: DFT, ωB97M-V/def2-TZVPD

XYZ file:
```
47
Properties=species:S:1:pos:R:3:mulliken_spin:R:1
Zn 0.85673 -0.50497 0.62317 -0.0002
O 3.05795 0.20511 4.26025 0.0283
C 2.34683 0.23571 3.09171 0.1246
O 2.60552 -0.59203 2.18689 0.1285
C 1.35281 1.23193 2.98336 0.2353
C 1.00148 2.20896 3.95349 0.0495
C -0.01353 3.08110 3.67652 0.0364
C -0.71416 3.00348 2.43695 0.2145
C -0.33451 2.01676 1.54698 -0.0505
N 0.65485 1.17030 1.79841 0.2043
C -1.04441 1.74807 0.22018 -0.0152
O -1.87472 2.55924 -0.19898 -0.0032
O -0.71860 0.63746 -0.33091 0.0005
H 3.63450 -0.56197 4.17740 -0.0004
H 1.53992 2.24282 4.89192 0.0187
H -0.29503 3.83054 4.40887 0.0091
H -1.52012 3.67352 2.17334 0.0150
C 1.78897 -4.60101 -3.63017 0.0000
C 1.53058 -3.20071 -4.14850 0.0000
O 2.07347 -2.22946 -3.24459 0.0002
P 1.10373 -1.30351 -2.34799 -0.0018
S 2.36634 -0.21612 -1.23775 -0.0002
S -0.21656 -2.43863 -1.40476 -0.0001
O 0.42063 -0.45962 -3.52842 -0.0001
C -0.22146 0.82795 -3.40357 -0.0004
C 0.76033 1.95953 -3.62507 0.0000
H 1.34870 -5.33557 -4.31002 0.0000
H 1.34032 -4.71146 -2.64420 0.0000
H 2.86148 -4.78652 -3.55199 0.0000
H 0.46161 -3.03388 -4.28772 0.0000
H 2.03211 -3.04186 -5.10382 0.0000
H -0.70193 0.90959 -2.43061 0.0002
H -0.98719 0.83171 -4.17938 0.0000
H 1.50474 1.97404 -2.83110 0.0000
H 0.22239 2.91081 -3.62095 0.0000
H 1.27200 1.84328 -4.58332 0.0000
S -0.20945 -2.02261 2.39342 0.0060
C -1.59000 -1.03273 2.35587 -0.0032
N -2.23673 -0.87004 1.15724 -0.0002
C -3.25864 -0.02537 0.99866 0.0023
C -3.73317 0.65444 2.07677 0.0056
C -3.07192 0.43980 3.29000 -0.0067
N -2.05646 -0.38327 3.43965 0.0019
H -1.75958 -1.24170 0.33350 -0.0006
H -3.64818 0.08158 -0.00393 0.0004
H -4.55367 1.34878 1.98482 0.0015
H -3.37796 0.96654 4.18840 -0.0001
```

Properties
- Relative energy (zero: lowest compared OMol25 entry of this formula, charge and spin): 6.0 kJ/mol
- Total charge: -1
- Kohn-Sham gap (alpha / beta): 4.9 / 7.7 eV
- Spin multiplicity: 2

=====

Molecular formula: C15H18N4O2
Method: DFT, ωB97M-V/def2-TZVPD

XYZ file:
```
39
Properties=species:S:1:pos:R:3:mulliken_charge:R:1
O 2.17388 5.09113 2.24140 -0.5978
N -3.02449 -0.95054 0.61723 -0.7683
N 1.97317 1.60066 -1.42631 -0.5289
O 2.54709 3.18779 3.35726 -0.4314
C 2.29394 3.85646 2.24547 0.3714
C -1.79433 -1.20588 0.26355 0.3464
C -3.03415 -2.14971 -1.27628 -0.6192
C -3.82956 -1.63830 -0.30587 0.5768
C 1.75292 2.91561 -1.43764 -0.4876
C 2.29013 0.99244 -0.28226 0.9922
C 1.86369 3.67083 -0.25937 -0.3358
C 2.42679 1.69025 0.91577 -0.2926
C 2.23430 3.05789 0.95161 0.2224
N -1.72596 -1.83539 -0.96884 0.2611
N 1.33618 -1.38677 -0.34151 0.1925
C -5.30561 -1.78290 -0.24803 -1.1329
C 2.54997 -0.53803 -0.25656 -1.7083
C -0.61857 -0.70416 1.07081 -0.3062
C 0.60572 -1.66910 0.93813 -0.9572
C -0.54249 -2.28463 -1.68732 -0.8941
C 0.64300 -1.30120 -1.63943 -0.5628
H 2.42393 3.82246 4.08443 0.3546
H -3.42479 -2.66696 -2.13595 0.3298
H 1.53553 3.43749 -2.36617 0.3745
H 1.64993 4.75975 -0.31441 0.3908
H 2.73419 1.19123 1.82960 0.4497
H -5.57885 -2.54607 0.48383 0.2423
H -5.67021 -2.15704 -1.22146 0.3093
H -5.76187 -0.83661 0.02277 0.3167
H 3.25427 -0.78734 -1.04780 0.4701
H 3.11304 -0.69597 0.66812 0.4911
H -0.36365 0.27674 0.79496 0.2845
H -0.88441 -0.68994 2.15127 0.3112
H 0.26908 -2.72159 0.99144 0.3490
H 1.27528 -1.56806 1.79025 0.3955
H -0.83953 -2.46187 -2.71382 0.5172
H -0.14778 -3.21241 -1.29825 0.2483
H 0.24050 -0.29227 -1.73961 0.3525
H 1.35971 -1.46796 -2.45102 0.4733
```

Properties
- Relative energy (zero: lowest compared OMol25 entry of this formula, charge and spin): 143.9 kJ/mol
- Total charge: 0
- Kohn-Sham gap: 8.0 eV

=====

> Which formula does entry 2 have?

C15H18N2OS